The following is a quantum chemistry calculation of C30H86O12 as an isolated structure, from the Open Molecules 2025 dataset.

The geometry in XYZ format:
```
128
Properties=species:S:1:pos:R:3:mulliken_charge:R:1
C -4.45280 6.65358 1.68936 -1.1640
C -3.87980 5.47363 2.54331 -0.7639
C -3.23206 4.42390 1.65145 0.5064
C -4.18010 3.36515 1.12799 -0.6067
C -3.52853 2.56039 0.06758 0.5734
C -4.46393 1.37699 -0.39362 -1.1383
H -5.28006 6.18453 1.34839 0.3448
H -3.82398 7.03588 0.91388 0.3762
H -5.10660 7.48143 2.50616 0.2373
H -4.78665 5.19701 2.99578 0.3607
H -3.37177 5.97867 3.32613 0.4099
H -2.49943 3.67180 2.15685 -0.5885
H -2.67219 4.93208 0.80899 0.3127
H -5.08498 3.82277 0.71762 0.4458
H -4.46748 2.60765 1.96802 0.1217
H -2.69276 2.37474 0.38965 -0.5758
H -3.39295 3.21637 -0.84244 0.3485
H -5.56897 1.76407 -0.68666 0.2378
H -4.37462 0.63297 0.35622 0.3516
H -4.03128 0.71221 -1.14191 0.2058
C -3.26606 0.48805 -4.26009 -0.7919
C -2.16749 1.50485 -3.72928 0.2423
O -1.04186 1.37832 -4.53714 -0.4805
H -3.30513 0.72779 -5.27046 0.4778
H -4.31412 0.72356 -3.83365 0.3740
H -3.17356 -0.65054 -4.16900 -0.2287
H -2.04195 1.09697 -2.61588 -0.2174
H -2.82078 2.36048 -3.72589 0.4054
H -0.35672 1.87802 -4.33396 0.2687
C -0.34590 -0.25110 -0.82583 0.5253
C 0.97812 -0.80092 -0.14809 0.1446
O 0.69434 -0.94457 1.24701 0.7526
H 0.04605 -0.06027 -2.02177 -0.1137
H -0.57334 0.67668 -0.24445 -0.0981
H -1.20270 -1.12361 -0.75024 -0.2174
H 1.89786 -0.09882 -0.25374 -0.1420
H 1.30672 -1.83990 -0.52906 -0.3935
H 1.38253 -1.49674 1.71838 -0.3701
C 0.81445 -2.96895 -6.04234 -0.7865
C -0.17338 -1.73156 -5.87233 -0.4843
O -0.37403 -1.40548 -4.45317 0.2575
H 0.67104 -3.38848 -7.14956 0.3798
H 0.22496 -3.79956 -5.58645 0.2343
H 1.75963 -2.49072 -5.71489 0.2118
H -1.11653 -1.80546 -6.33392 0.4907
H 0.18864 -0.87525 -6.49055 0.3528
H -0.88511 -0.56388 -4.13204 -0.1499
C 1.91818 -4.80066 -1.43162 -1.4032
C 1.17476 -4.02931 -2.49716 0.1168
O 1.83532 -2.82875 -2.91253 -0.2900
H 1.18408 -5.55966 -1.36476 0.5773
H 2.21550 -4.05697 -0.67462 -0.0601
H 2.88052 -5.20424 -1.76460 0.3296
H 0.31239 -3.78253 -2.00984 -0.0708
H 1.01451 -4.66969 -3.29467 0.8394
H 1.09048 -2.37296 -3.44702 -0.0353
C 4.53490 -0.31837 -1.71173 -1.1343
C 5.22900 -1.56805 -2.46159 -0.6476
O 4.58873 -2.65794 -1.86314 -0.5650
H 4.32817 -0.60759 -0.80544 0.0452
H 3.66238 0.07483 -2.26491 0.3362
H 5.02323 0.47155 -1.87207 0.9455
H 6.25093 -1.75915 -2.15037 0.2446
H 5.09038 -1.64115 -3.39491 0.4748
H 3.90358 -2.96171 -2.19987 0.2849
C 4.30849 1.96890 1.17421 -0.5661
C 5.66217 1.46394 1.55619 -0.5684
O 6.59397 2.54497 1.18647 -0.5421
H 4.19704 2.43938 0.22959 0.4693
H 3.95172 2.67130 1.92881 0.3285
H 3.63471 0.86026 1.34736 -0.1982
H 5.96851 0.55424 1.11300 0.4322
H 5.81730 1.35930 2.67739 0.2591
H 7.44800 2.04961 1.38736 0.3085
C 2.08765 1.90692 6.03318 -1.3967
C 2.51400 1.12073 4.64688 -0.3709
O 2.09471 -0.24495 4.92414 -0.6311
H 1.10491 1.94545 6.33702 0.4037
H 2.32666 2.97130 5.83589 0.3532
H 2.77226 1.58864 6.84900 0.3551
H 3.43764 1.10349 4.50323 0.9634
H 2.06375 1.51028 3.81730 -0.0787
H 2.23345 -0.89358 4.23564 0.3112
C -3.48128 -4.73722 -2.66708 -1.8800
C -2.80989 -3.40350 -3.20813 1.2731
O -1.67079 -3.74655 -3.93093 -0.6203
H -2.92405 -5.47513 -2.33827 0.6423
H -3.99203 -5.37025 -3.60466 0.2394
H -4.13943 -4.76431 -1.92289 0.6993
H -2.51388 -2.73882 -2.45630 -0.7228
H -3.63709 -2.45693 -3.67535 -0.0713
H -1.11240 -3.00769 -4.37765 0.0574
C -3.00164 -3.15283 0.87033 -0.6943
C -1.63475 -3.87075 0.59256 0.4548
O -0.98474 -4.12073 1.74622 -0.5516
H -3.31208 -3.02407 -0.26266 0.0792
H -2.99816 -2.12850 1.28936 -0.0381
H -3.75016 -3.84288 1.41293 0.3657
H -0.81184 -3.16758 0.03974 -0.4075
H -1.92790 -4.73156 -0.04214 0.3366
H -0.24752 -4.71058 1.50165 0.3174
C 1.52870 -3.42943 3.73013 -1.5475
C 2.58543 -3.14624 2.65000 -0.0934
O 3.07737 -1.85896 2.68261 -0.4409
H 0.61563 -2.74704 3.59485 0.1039
H 1.95825 -3.27031 4.66527 0.3792
H 1.11005 -4.29565 3.68261 0.7220
H 2.17089 -3.23249 1.72632 0.0021
H 3.44360 -3.72334 2.64082 0.6497
H 3.93309 -1.83662 2.03242 0.2660
C 1.26838 5.96560 1.23817 -1.4342
C 0.92458 4.60255 1.86000 0.3896
O 0.24516 3.95250 0.89469 -0.4934
H 1.55529 6.66374 1.92556 0.4786
H 0.23008 6.42031 0.88160 0.1680
H 1.96712 6.28539 0.53990 0.4130
H 0.54317 4.31810 2.72009 0.5402
H 1.87254 4.10002 1.68048 -0.3373
H 0.20771 3.02475 1.13384 0.2288
C -1.91471 0.29628 3.19217 -0.5338
C -0.81826 1.37119 3.42277 -0.3321
O -0.16431 1.58506 2.17448 0.5162
H -2.67510 0.19472 3.98407 0.4446
H -1.59552 -0.68087 2.80297 -0.0469
H -2.43723 0.87478 2.54057 -0.1992
H -0.06528 1.27240 4.13735 0.1427
H -1.25948 2.31512 3.77412 0.3522
H 0.27376 0.77578 1.61928 -0.2757
```

Calculated total energy, Eh: -2096.69663
Energy relative to the best compared isomer or geometry (same formula, charge and spin), kcal per mole: 0.00
Highest occupied orbital energy, eV: -8.88
Maximum force, eV/A: 11.983
E_LUMO, eV: 0.3
Net charge: 0
Gap between HOMO and LUMO, Ha: 0.3371